Arrangement P

Below is a 2-piece molecular cluster, C5H10O2 overall, with properties calculated with ωB97M-V/def2-TZVPD.

Results
- LUMO (eV) = 0.722
- SMILES string = C/C=C/C=C/O.O
- Kohn-Sham gap (eV) = 8.995
- E_HOMO (eV) = -8.27
- spin multiplicity = 1

Last column: Mulliken charge in e.
Geometry (Å):
C  2.7530  -0.2860  -0.2720  -1.15
C  1.5009  0.4565  -0.5895  -0.33
C  0.2868  -0.0883  -0.5390  0.10
C  -0.9514  0.6668  -0.3200  -0.82
C  -2.1230  0.1211  -0.6682  0.19
O  -3.3282  0.7291  -0.7341  -0.49
H  3.6222  0.1527  -0.7674  0.34
H  3.0103  -0.2563  0.7856  0.26
H  2.7354  -1.3246  -0.5904  0.34
H  1.5529  1.5347  -0.6822  0.30
H  0.2463  -1.1754  -0.4797  0.32
H  -0.8262  1.7446  -0.2791  0.28
H  -2.1456  -0.8944  -1.0388  0.35
H  -3.2047  1.6504  -0.4533  0.32
O  -1.1228  -1.3842  2.3329  -0.67
H  -1.0280  -0.5851  2.8601  0.31
H  -0.9780  -1.0617  1.4348  0.35

=====

Arrangement Q

Below is C5H10O2 as an isolated structure, with properties calculated with ωB97M-V/def2-TZVPD.

Results
- LUMO (alpha / beta) (eV) = 0.853 / 0.869
- Kohn-Sham gap (alpha / beta) (eV) = 7.287 / 6.870
- E_HOMO (alpha / beta) (eV) = -6.43 / -6.00
- spin multiplicity = 1

Last column: Mulliken charge in e.
Geometry (Å):
C  -1.3173  -1.6326  -0.4218  -0.69
O  -1.1779  -0.2277  -0.3559  -0.25
C  -1.0526  0.2799  0.9278  -0.65
C  0.2651  0.0085  1.5490  -0.35
C  1.0203  0.8303  0.5396  -0.38
C  1.1739  0.3660  -0.8141  -0.31
O  1.0535  1.2012  -1.8752  -0.47
H  -2.1108  -1.9732  0.2535  0.36
H  -0.3871  -2.1547  -0.1530  0.28
H  -1.5708  -1.8839  -1.4555  0.25
H  -1.4570  1.2893  0.9927  0.34
H  0.3594  0.4255  2.5475  0.31
H  0.5608  -1.0415  1.5690  0.20
H  0.9974  1.9078  0.6798  0.38
H  2.2067  0.6207  0.1192  0.17
H  1.4367  -0.6582  -1.0530  0.43
H  0.3152  1.8044  -1.6733  0.37

=====

Arrangement R

Below is a single C5H10O2 molecule, with properties calculated with ωB97M-V/def2-TZVPD.

Results
- LUMO (alpha / beta) (eV) = -1.010 / -0.756
- Kohn-Sham gap (alpha / beta) (eV) = 7.114 / 7.586
- E_HOMO (alpha / beta) (eV) = -8.12 / -8.34
- spin multiplicity = 1

Last column: Mulliken charge in e.
Geometry (Å):
C  -1.1007  -1.2793  2.0019  -0.66
O  -0.1893  -0.2374  1.7272  -0.35
C  0.7535  -0.5527  0.7574  -0.54
C  -0.1614  1.0125  -0.8360  -0.11
C  0.4056  1.8602  -1.8806  -1.05
C  0.2730  -0.3541  -0.8013  0.49
O  1.1430  -0.8117  -1.6215  -0.76
H  -1.6879  -1.5550  1.1130  0.28
H  -1.7804  -0.9165  2.7760  0.25
H  -0.5814  -2.1755  2.3679  0.31
H  1.0435  -1.6085  0.7696  0.31
H  1.6363  0.0717  0.9071  0.38
H  -0.8473  1.3717  -0.0708  0.44
H  0.3293  1.3126  -2.8344  0.31
H  0.0027  2.8713  -1.9382  0.34
H  1.4965  1.8759  -1.7087  0.28
H  -0.7351  -0.8851  -0.7286  0.08

=====

Arrangement S

Below is a single C5H10O2 molecule, with properties calculated with ωB97M-V/def2-TZVPD.

Results
- LUMO (eV) = 0.833
- SMILES string = CC(=O)C(C)(C)O
- Kohn-Sham gap (eV) = 10.908
- E_HOMO (eV) = -10.08
- spin multiplicity = 1

Last column: Mulliken charge in e.
Geometry (Å):
C  1.7963  0.2806  -0.9974  -1.28
C  1.0765  -0.3664  0.1589  0.64
O  1.6712  -1.0065  1.0051  -0.61
C  -0.4321  -0.2138  0.3074  1.43
C  -0.7864  1.0243  1.1369  -1.32
C  -1.2421  -0.3917  -0.9668  -1.74
O  -0.8720  -1.2892  1.2226  -0.66
H  1.5723  -0.2756  -1.9160  0.30
H  2.8727  0.2405  -0.8176  0.37
H  1.4774  1.3168  -1.1531  0.35
H  -1.1840  0.2439  1.8760  0.38
H  -1.5400  1.6937  0.6931  0.33
H  0.0607  1.6165  1.5165  0.27
H  -2.2995  -0.2202  -0.7374  0.43
H  -1.1282  -1.4235  -1.3086  0.38
H  -0.9560  0.2946  -1.7731  0.35
H  -0.0869  -1.5242  1.7535  0.38

=====

Energies in eV, measured from the most stable structure: arrangement P 0.609; arrangement Q 4.863; arrangement R 3.264; arrangement S 0.000.